1.
ORCA calculation (wB97M-V/def2-TZVPD) on a molecular structure, C32H14AsAuBF21GeO3S2.

Last column: Löwdin charge in e.
Positions of all 76 atoms, in Å:
C1 -3.551 -2.614 -1.354  -0.180
H1 -1.352 -1.465 5.667  0.124
F1 -5.405 3.269 -0.465  0.130
H2 -6.921 -2.527 0.439  0.111
F2 -2.671 -0.788 -5.903  0.140
C2 -2.955 4.268 -3.576  -0.223
C3 1.225 0.453 4.547  -0.017
C4 2.773 5.410 -3.432  -0.126
F3 -2.867 2.318 -0.557  0.037
H3 -2.876 2.437 3.392  0.071
C5 -3.310 3.125 -1.537  -0.206
F4 2.473 -2.850 1.315  -0.209
C6 2.343 6.681 -3.043  -0.107
O1 -0.388 2.062 0.946  -0.614
C7 -5.095 4.417 -2.509  -0.113
C8 1.238 -1.166 6.438  -0.036
F5 -2.110 4.575 -4.571  0.105
H4 -4.339 -4.211 -2.554  0.129
Ge1 -0.557 2.899 -2.831  0.840
F6 4.014 5.227 -3.861  0.149
F7 1.046 -2.173 3.220  -0.215
H5 -2.870 3.356 1.870  0.047
H6 -2.417 -0.491 3.666  0.117
C9 1.878 4.352 -3.355  -0.244
H7 1.947 -0.508 6.942  0.091
C10 -0.814 -0.760 5.052  -0.018
C11 -3.780 -1.676 -0.312  -0.183
O2 -2.305 -2.428 -1.821  0.201
F8 -0.077 2.463 -8.138  0.152
H8 -5.160 -0.933 1.161  0.121
Au1 0.156 -0.740 -1.324  1.052
O3 -2.670 -0.921 -0.169  0.126
F9 -1.083 5.932 -2.077  0.102
H9 -6.534 -4.113 -1.376  0.112
F10 0.501 3.624 -5.734  0.118
C12 0.571 4.526 -2.932  -0.156
H10 0.561 -1.632 7.148  0.087
C13 -5.960 -2.528 -0.051  -0.059
C14 0.170 5.787 -2.540  -0.202
C15 -0.537 1.933 -7.014  -0.122
H11 1.184 1.641 2.760  0.114
As1 0.792 -2.616 1.538  0.815
C16 -2.262 2.807 2.580  -0.139
C17 0.641 0.983 3.421  -0.075
F11 -1.657 0.245 -8.219  0.161
F12 2.233 3.099 -3.682  0.072
F13 0.511 -3.058 -0.162  -0.271
B1 -1.753 -1.401 -1.093  -0.583
S1 0.503 1.800 -1.210  0.601
C18 -4.616 3.600 -1.488  -0.125
C19 -4.988 -1.633 0.361  0.019
F14 0.624 8.084 -2.232  0.145
C20 -1.408 -0.220 3.934  -0.084
H12 1.834 -1.959 5.972  0.102
F15 -4.698 5.516 -4.562  0.153
F16 0.438 -4.225 2.011  -0.202
C21 -2.459 3.456 -2.570  -0.123
C22 -4.255 4.753 -3.574  -0.123
F17 -2.072 0.444 -3.506  0.045
H13 2.245 0.704 4.795  0.126
H14 -1.468 3.448 2.948  0.075
C23 0.527 -0.461 5.360  -0.262
F18 3.181 7.706 -3.089  0.161
C24 -1.350 0.801 -7.057  -0.112
F19 -0.929 -2.165 1.685  -0.247
S2 -1.485 1.388 1.684  1.029
C25 1.034 6.875 -2.597  -0.124
F20 1.058 -0.864 1.132  -0.333
F21 -6.340 4.866 -2.474  0.160
C26 -1.544 0.884 -4.673  -0.220
C27 -1.865 0.268 -5.873  -0.129
C28 -0.686 0.670 3.137  -0.391
C29 -5.736 -3.444 -1.094  -0.056
C30 -4.526 -3.509 -1.759  0.028
C31 -0.237 2.517 -5.786  -0.215
C32 -0.726 1.994 -4.602  -0.126

HOMO (alpha / beta) = -11.730 / -11.604 eV
Multiplicity = 2
Total charge = +1

2.
ORCA calculation (wB97M-V/def2-TZVPD) on a molecular structure, C4H3AlO2.

Last column: Löwdin charge in e.
Positions of all 10 atoms, in Å:
O1 -2.153 -1.215 0.152  0.385
C1 -1.054 -0.700 -0.114  0.084
C2 1.685 0.888 -0.198  0.132
Al1 3.837 -0.279 0.557  1.962
H1 -0.056 -1.174 0.382  0.236
O2 2.432 0.199 0.449  0.161
H2 -1.629 1.330 -0.698  0.215
C3 -0.795 0.618 -0.659  0.263
H3 -2.753 -0.705 0.736  0.263
C4 0.484 1.039 -0.607  0.300

HOMO (alpha / beta) = -29.713 / -29.714 eV
Multiplicity = 1
Total charge = +4

3.
ORCA calculation (wB97M-V/def2-TZVPD) on C5H10O2 in the gas phase.

Last column: Löwdin charge in e.
Positions of all 17 atoms, in Å:
O1 0.381 0.714 1.121  -0.100
H1 1.668 -1.842 -0.469  0.134
H2 -2.608 1.025 -0.361  0.091
H3 2.156 -0.248 -1.018  0.108
H4 2.289 0.074 1.421  0.123
H5 0.085 0.632 -1.632  0.151
H6 -1.194 -0.616 0.858  0.162
C1 -0.733 0.266 0.370  -0.373
H7 -2.091 1.719 1.197  0.084
C2 1.398 -0.748 -0.414  -0.077
O2 -0.736 -1.282 -1.550  -0.030
H8 -1.294 2.226 -0.308  0.087
C3 1.345 -0.319 1.046  -0.208
C4 -1.746 1.378 0.216  -0.022
H9 0.148 -1.625 -1.230  0.055
C5 -0.106 -0.190 -0.935  -0.311
H10 1.036 -1.165 1.686  0.127

SMILES string = C[C@@H]1OCC[C@H]1O
HOMO = -9.890 eV
Multiplicity = 1

4.
ORCA calculation (wB97M-V/def2-TZVPD) on C21H17F3N6O2 in the gas phase.

Last column: Löwdin charge in e.
Positions of all 49 atoms, in Å:
H1 -0.697 -1.325 -5.072  0.139
N1 1.820 3.642 2.760  0.004
H2 -2.974 -0.492 -0.055  0.103
C1 -0.788 -2.150 -1.751  -0.125
O1 0.281 -2.503 1.991  0.069
C2 1.526 -1.331 -2.339  -0.092
H3 -2.895 -3.317 0.645  0.132
C3 -0.348 -1.321 -4.017  -0.013
C4 -0.413 -1.532 1.748  -0.372
H4 -1.233 -3.651 0.597  0.127
H5 4.232 6.210 5.222  0.060
H6 -0.764 0.495 -0.586  0.125
C5 -2.843 -2.789 -2.051  -0.091
C6 2.946 -1.080 -1.974  -0.526
C7 1.265 -0.073 2.930  0.052
H7 -3.823 -2.865 -1.683  0.101
H8 -1.915 1.696 0.133  0.168
C8 0.224 -0.247 2.035  -0.113
F1 3.047 -1.083 -0.585  0.085
C9 0.638 -1.892 -1.427  0.103
H9 4.914 5.982 3.627  0.071
C10 1.480 4.842 2.145  -0.105
C11 0.959 -1.138 -3.683  -0.011
N2 -1.638 -1.635 1.049  -0.029
H10 1.029 -2.119 -0.412  0.127
N3 -0.268 0.912 1.398  0.051
H11 1.561 -0.712 -4.490  0.119
N4 -1.207 -1.931 -3.084  -0.067
H12 3.407 3.394 4.251  0.123
H13 3.796 7.288 3.980  0.060
N5 1.940 5.894 2.784  0.124
O2 -0.080 3.126 0.761  0.028
C12 -1.937 -2.869 0.426  -0.106
C13 1.865 1.311 3.150  0.055
C14 2.781 4.018 3.649  -0.065
C15 2.849 5.324 3.616  -0.348
N6 -2.487 -2.384 -3.267  0.101
H14 1.790 -0.908 3.402  0.117
F2 3.276 0.154 -2.337  0.156
C16 1.392 2.386 2.450  -0.116
C17 -1.300 0.712 0.349  -0.068
H15 0.791 5.037 1.313  0.131
H16 2.675 1.421 3.875  0.103
C18 3.992 6.240 4.160  -0.026
C19 -1.862 -2.602 -1.033  -0.172
C20 -2.314 -0.394 0.745  -0.107
H17 -2.973 -0.057 1.547  0.131
C21 0.289 2.185 1.480  -0.329
F3 3.923 -1.942 -2.440  0.119

SMILES string = Cc1cn(-c2ccc3n(c2=O)CCN(Cc2cnn4ccc(C(F)(F)F)cc24)C3=O)cn1
HOMO = -8.386 eV
Multiplicity = 1

5.
ORCA calculation (wB97M-V/def2-TZVPD) on a molecular structure, C23H18FeO7S2.

Last column: Löwdin charge in e.
Positions of all 51 atoms, in Å:
H1 -4.758 -2.717 0.481  0.111
C1 -1.382 -2.784 0.909  -0.055
C2 -2.652 -3.184 0.491  -0.062
H2 -2.440 4.903 -2.783  0.137
H3 4.872 -2.839 3.705  0.113
C3 0.383 3.024 -2.501  -0.071
O1 -4.486 0.849 -0.759  0.129
O2 -3.849 2.250 -4.298  0.160
H4 -2.701 4.719 -0.350  0.124
H5 5.624 -4.422 1.925  0.108
C4 -3.606 -1.195 1.469  -0.079
O3 2.965 1.212 1.543  -0.279
C5 -2.001 4.057 -0.867  -0.108
S1 2.652 0.196 0.563  0.654
C6 5.058 -3.530 1.659  -0.064
C7 -1.230 -1.568 1.579  -0.278
C8 -2.338 -0.766 1.849  -0.054
S2 0.408 -1.020 2.101  0.640
H6 1.673 2.265 -1.029  0.087
H7 5.009 -3.988 -0.459  0.108
C9 -0.904 3.378 -2.971  -0.219
H8 -2.765 -4.120 -0.051  0.110
H9 3.614 -0.802 3.091  0.123
H10 1.216 3.077 -3.206  0.121
H11 -2.187 0.186 2.351  0.114
H12 -4.466 -0.585 1.734  0.110
O4 -1.263 -0.692 -2.377  0.125
C10 -1.527 0.440 -2.321  -0.104
C11 0.644 2.542 -1.244  -0.085
H13 3.780 -1.898 -1.057  0.115
C12 -1.575 2.899 -0.158  -0.183
C13 3.621 -1.255 0.987  -0.284
H14 -0.086 1.546 0.498  0.084
O5 2.892 0.416 -0.855  -0.317
H15 -1.027 3.407 -4.065  0.123
C14 0.980 -0.265 0.687  -0.214
O6 0.180 -0.044 3.142  -0.277
O7 1.120 -2.258 2.360  -0.269
C15 -3.548 1.395 -1.181  -0.135
Fe1 -2.128 2.065 -1.976  0.110
C16 4.730 -3.283 0.323  -0.065
H16 0.604 -0.721 -0.221  0.094
C17 -0.322 2.275 -0.281  -0.114
C18 3.935 -1.500 2.322  -0.068
C19 -3.144 2.107 -3.393  -0.162
C20 -1.824 4.189 -2.219  -0.120
H17 -2.166 2.600 0.720  0.125
H18 -0.504 -3.396 0.718  0.117
C21 4.030 -2.127 -0.022  -0.049
C22 4.653 -2.643 2.657  -0.059
C23 -3.764 -2.395 0.781  -0.065

HOMO (alpha / beta) = -6.177 / -9.189 eV
Multiplicity = 5

6.
ORCA calculation (wB97M-V/def2-TZVPD) on 2 unconnected molecules or ions with the total composition C9H14.

Last column: Löwdin charge in e.
Positions of all 23 atoms, in Å:
C1 -1.351 -0.422 2.159  -0.179
H1 2.066 -2.570 -1.836  0.048
C2 -0.241 -0.356 -1.467  -0.143
C3 2.042 0.132 -0.730  -0.152
C4 1.092 -0.833 -1.123  -0.352
H2 -1.381 1.730 1.940  0.055
H3 2.564 2.194 -0.511  0.061
C5 -2.052 0.879 1.816  -0.186
H4 -0.488 -0.554 1.505  0.054
H5 3.027 -0.265 -0.482  0.076
H6 -1.085 -0.560 3.208  0.051
C6 0.446 1.966 -0.896  -0.198
H7 -2.443 0.956 0.804  0.046
C7 1.374 -2.323 -1.028  -0.130
H8 -0.920 -1.042 -1.950  0.064
C8 1.752 1.481 -0.648  -0.201
H9 -2.920 1.009 2.477  0.048
H10 0.148 2.997 -1.017  0.040
H11 -1.445 1.384 -1.688  0.073
C9 -0.491 0.977 -1.338  -0.217
H12 0.462 -2.917 -1.087  0.045
H13 -2.003 -1.280 1.959  0.053
H14 1.847 -2.584 -0.065  0.045

HOMO (alpha / beta) = 0.964 / -3.217 eV
Multiplicity = 2
Total charge = -1

7.
ORCA calculation (wB97M-V/def2-TZVPD) on 2 unconnected molecules or ions with the total composition CH5NOS2.

Last column: Löwdin charge in e.
Positions of all 10 atoms, in Å:
H1 1.635 -0.375 -0.668  0.067
H2 -0.678 2.452 -0.154  0.003
H3 -0.146 -0.968 -0.631  -0.043
H4 -2.499 -0.091 1.500  0.017
S1 0.322 0.754 0.733  0.816
N1 0.049 1.758 -0.423  -0.365
H5 0.957 -1.409 0.794  0.072
C1 0.744 -0.725 -0.081  -0.370
O1 -1.730 -0.431 0.989  -0.744
S2 -2.629 -0.658 -0.464  0.548

HOMO (alpha / beta) = -7.393 / -9.061 eV
Multiplicity = 1

8.
ORCA calculation (wB97M-V/def2-TZVPD) on 12 unconnected molecules or ions with the total composition C36H42F10O36.

Last column: Löwdin charge in e.
Positions of all 124 atoms, in Å:
C1 -4.546 -4.629 -3.225  -0.577
H1 -7.179 -2.429 -0.077  0.145
C2 4.336 -0.712 1.449  -0.066
H2 -4.375 -2.655 -0.973  0.140
F1 4.729 3.225 1.981  0.045
C3 -1.195 -1.217 4.546  -0.276
O1 0.946 2.190 2.749  0.194
F2 -4.668 1.309 -2.250  0.065
H3 -2.464 2.405 1.853  0.119
O2 1.991 5.818 1.049  0.123
H4 4.267 -1.286 0.522  0.133
O3 1.524 5.858 -1.084  0.088
O4 2.528 3.497 -3.026  0.126
C4 1.375 3.045 -3.602  -0.558
O5 -3.044 4.358 1.509  0.093
H5 3.498 2.588 -5.518  0.141
O6 -1.377 -0.147 2.521  0.074
C5 8.148 2.146 -1.908  -0.287
C6 -2.462 -0.626 -3.755  -0.583
O7 -2.528 -0.868 4.274  0.130
C7 4.108 2.294 4.012  -0.029
F3 0.199 7.167 1.288  0.088
H6 -6.149 -7.891 0.932  0.100
O8 -4.539 -1.893 0.987  0.114
H7 -2.272 -2.202 0.302  0.083
O9 -1.739 0.479 -3.682  0.099
F4 -0.633 -0.250 5.339  0.064
H8 -1.161 -2.145 5.109  0.172
F5 -0.971 4.186 -0.543  0.070
F6 -1.470 -5.311 -2.187  0.086
H9 0.910 7.823 -1.081  0.147
C8 2.058 2.452 3.048  -0.533
C9 3.717 -1.491 3.465  -0.572
H10 -6.516 -4.048 -0.379  0.129
C10 -2.487 3.122 1.034  -0.028
C11 -6.328 -3.088 0.094  -0.040
O10 -2.179 6.055 2.699  0.158
H11 -6.761 -6.177 1.002  0.086
H12 -0.447 2.671 0.577  0.134
O11 1.306 -0.453 -0.361  0.020
H13 -3.340 0.333 -1.139  0.147
H14 4.319 0.336 1.169  0.121
O12 -3.604 -0.501 -3.041  0.119
C12 1.491 7.103 0.878  -0.299
C13 6.285 0.832 -1.855  -0.560
O13 -3.446 0.661 2.939  0.171
F7 -5.589 -1.113 -0.863  0.046
H15 1.417 1.410 -1.207  0.095
C14 -5.110 -2.267 -0.271  -0.255
H16 0.451 -0.766 3.290  0.130
C15 -3.496 0.616 -2.181  -0.309
C16 3.530 2.560 -3.322  -0.275
C17 -6.268 -6.990 1.530  -0.028
O14 -3.037 -5.844 2.161  0.034
C18 -0.571 -1.127 3.168  -0.046
H17 -2.317 -5.453 -4.586  0.146
O15 -0.323 -1.840 -0.397  0.039
O16 2.110 3.893 -0.135  0.178
C19 -1.968 -5.096 1.563  -0.006
O17 7.116 1.592 -1.092  0.135
H18 -2.260 -4.045 1.628  0.081
H19 4.395 4.493 3.495  0.172
H20 -0.520 -2.040 2.572  0.134
H21 2.024 7.957 1.290  0.168
C20 -4.110 -5.989 1.413  -0.610
H22 -3.094 2.743 0.215  0.140
O18 -4.327 -5.647 -4.079  0.074
H23 -1.137 -5.279 2.241  0.104
H24 1.574 1.347 0.576  0.079
O19 3.255 -1.032 2.311  0.075
H25 -2.197 -1.790 -1.357  0.087
O20 -2.145 -1.639 -4.303  0.158
H26 -2.878 -7.128 -4.214  0.138
H27 9.076 1.582 -1.803  0.173
H28 4.980 1.686 3.795  0.134
H29 4.011 2.542 5.070  0.145
C21 -1.641 -2.323 -0.585  -0.002
C22 -2.046 5.090 2.002  -0.577
O21 2.929 1.591 3.611  0.068
C23 -2.717 -5.697 -2.496  -0.299
C24 7.523 2.072 -3.286  -0.033
O22 -0.774 0.372 -0.375  0.118
H30 2.693 7.544 -0.808  0.141
C25 -0.014 -0.579 -0.373  -0.601
F8 8.326 3.412 -1.459  0.080
O23 -0.878 4.510 1.692  0.120
H31 8.241 1.734 -4.028  0.144
C26 -2.965 -6.077 -3.966  -0.032
O24 -5.522 -3.951 -3.265  0.183
H32 -1.462 -3.370 -0.801  0.084
O25 1.663 2.214 -4.602  0.087
O26 5.087 -1.399 3.516  0.119
O27 5.384 0.150 -1.500  0.166
C27 -2.554 -0.095 3.161  -0.552
H33 6.895 2.929 -3.512  0.127
O28 0.290 3.363 -3.244  0.189
O29 2.659 3.657 2.856  0.130
H34 -2.771 2.262 -3.347  0.146
H35 3.674 1.777 -2.576  0.150
F9 6.494 -0.205 2.186  0.056
H36 -6.950 -7.239 2.342  0.098
H37 -3.123 -6.503 -1.884  0.163
H38 6.014 -2.157 1.864  0.171
O30 -4.746 -2.711 3.085  0.188
C28 5.571 -1.217 2.187  -0.267
H39 -1.726 -5.366 0.538  0.086
H40 2.926 0.789 -0.424  0.074
C29 -2.343 1.414 -2.801  -0.056
H41 -1.659 1.928 -2.131  0.105
C30 4.028 3.537 3.129  -0.270
O31 6.654 0.935 -3.139  0.059
O32 -4.317 -5.552 0.296  0.107
C31 3.092 2.023 -4.679  -0.020
O33 -5.024 -6.634 2.104  0.022
H42 3.277 0.973 -4.894  0.141
C32 -1.083 3.549 0.661  -0.284
C33 1.675 7.183 -0.645  -0.067
C34 1.844 0.868 -0.365  -0.011
O34 3.063 -1.830 4.394  0.178
F10 4.713 3.237 -3.549  0.042
C35 -5.141 -2.602 1.974  -0.547
O35 -6.079 -3.423 1.458  0.061
O36 -3.511 -4.507 -2.401  0.105
C36 1.883 5.056 -0.070  -0.536

SMILES string = O=C1OC[C@@H](F)O1.O=C1OC[C@@H](F)O1.O=C1OC[C@@H](F)O1.O=C1OC[C@@H](F)O1.O=C1OC[C@@H](F)O1.O=C1OC[C@@H](F)O1.O=C1OC[C@@H](F)O1.O=C1OC[C@@H](F)O1.O=C1OC[C@@H](F)O1.O=C1OC[C@@H](F)O1.COC(=O)OC.COC(=O)OC
HOMO = -10.202 eV
Multiplicity = 1

Calculated total energy, -240006.036 -14819.856 -9440.155 -43239.225 -94525.040 -9558.481 -26321.927 -138899.493 eV (same order as the records).
Calculated strongest force on any atom, 3.1 10.9 3.9 5.4 4.6 1.5 2.9 2.3 eV Å⁻¹ (same order as the records).